# 1
Below is a molecular structure, C33H44CaN2O8P2 in a non-equilibrium geometry, with properties calculated with ωB97M-V/def2-TZVPD.

The geometry in XYZ format:
```
90
Properties=species:S:1:pos:R:3:forces:R:3
Ca -0.507 -0.252 -0.999 -0.4 0.9 -0.2
C 5.450 -1.033 -0.167 -0.2 -0.1 0.0
C 4.672 -1.748 -1.266 0.3 0.3 -0.1
C 4.288 -0.830 -2.412 -0.1 -0.2 0.1
O 3.522 -2.435 -0.709 -0.4 0.3 0.2
P 2.085 -1.890 -0.318 1.3 -1.1 0.3
O 1.339 -1.182 -1.374 1.5 -0.6 -0.2
C 2.292 -0.880 1.195 -0.6 -0.1 -0.4
P 0.603 -0.347 1.664 0.7 0.3 1.8
O -0.369 -1.309 1.122 -0.1 -0.2 0.0
O 0.611 -0.242 3.252 0.1 0.0 -0.6
C -0.177 -1.185 4.043 -0.3 -0.1 0.3
C 0.524 -1.323 5.379 0.0 0.1 -0.2
C -1.600 -0.670 4.168 0.3 0.1 -0.2
O 0.345 1.079 1.077 0.4 -0.5 0.1
C 0.572 2.432 1.585 -0.1 0.6 0.2
C 1.845 2.551 2.403 0.0 -0.3 -0.2
C -0.674 2.862 2.335 0.0 -0.2 -0.1
O 1.368 -3.224 0.075 0.1 0.1 0.0
C 1.960 -4.302 0.842 0.0 -0.3 0.2
C 0.884 -4.812 1.782 0.0 0.2 -0.1
C 2.449 -5.386 -0.103 -0.1 0.3 0.0
H 6.488 -0.903 -0.470 0.0 0.1 0.0
H 5.433 -1.622 0.750 0.1 0.0 0.0
H 5.029 -0.045 0.031 0.0 0.0 0.0
H 5.281 -2.568 -1.650 -0.1 0.0 0.0
H 3.720 0.029 -2.052 0.0 0.0 -0.1
H 3.672 -1.365 -3.134 0.0 0.0 -0.1
H 5.188 -0.469 -2.908 0.0 0.0 0.0
H 2.956 -0.039 0.999 0.0 0.1 0.0
H 2.717 -1.490 1.992 0.0 0.0 0.0
H -0.186 -2.145 3.522 0.0 0.1 -0.1
H 0.567 -0.353 5.877 0.0 0.0 0.0
H 1.542 -1.693 5.251 0.0 0.0 0.0
H -0.026 -2.017 6.012 0.0 0.0 0.0
H -1.603 0.288 4.691 0.0 0.0 0.0
H -2.206 -1.381 4.730 0.0 0.0 0.0
H -2.034 -0.537 3.177 -0.1 0.0 0.0
H 0.682 3.027 0.679 0.0 -0.1 -0.1
H 1.799 1.925 3.293 0.0 0.0 0.1
H 1.965 3.588 2.714 0.0 0.0 0.0
H 2.717 2.282 1.805 0.0 0.0 0.0
H -0.776 2.301 3.266 0.0 0.0 0.0
H -1.555 2.682 1.717 0.0 0.0 0.0
H -0.612 3.925 2.565 0.0 0.0 0.0
H 2.803 -3.907 1.420 0.0 0.0 -0.1
H 0.042 -5.187 1.200 0.0 0.0 0.0
H 0.522 -4.009 2.424 0.0 0.0 0.0
H 1.281 -5.615 2.401 0.0 0.0 0.0
H 1.616 -5.730 -0.718 0.0 -0.1 0.0
H 2.842 -6.225 0.471 0.0 0.0 0.0
H 3.227 -5.002 -0.758 0.0 0.0 0.0
C -4.130 3.057 -2.793 -0.1 0.0 0.0
C -3.574 1.993 -3.487 -0.1 0.0 0.0
C -2.272 1.590 -3.234 0.2 0.1 0.0
C -1.487 2.227 -2.264 0.0 0.4 -0.3
C -2.067 3.305 -1.573 0.0 -0.2 0.0
C -3.364 3.709 -1.835 0.0 0.0 0.0
N -0.218 1.719 -1.974 0.4 1.0 -0.3
C 0.846 2.568 -1.837 -0.1 0.1 -0.2
C 0.861 3.936 -2.213 0.0 -0.1 0.0
C 1.984 4.724 -2.041 0.0 0.0 0.0
C 3.161 4.210 -1.508 0.1 0.1 0.0
C 3.192 2.862 -1.175 0.0 0.0 0.0
C 2.073 2.066 -1.335 -0.1 0.0 0.0
H -5.146 3.374 -2.996 0.0 0.0 0.0
H -4.157 1.479 -4.243 0.0 0.0 0.0
H -1.835 0.765 -3.784 0.0 0.0 0.0
H -1.494 3.800 -0.798 0.0 0.0 0.0
H -3.786 4.542 -1.283 0.0 0.0 0.0
H -0.022 4.369 -2.661 0.0 0.0 0.0
H 1.943 5.766 -2.339 0.0 0.0 0.0
H 4.034 4.836 -1.375 0.0 0.0 0.0
H 4.114 2.427 -0.800 0.0 0.0 0.0
H 2.113 1.014 -1.090 0.1 0.0 0.0
O -2.898 -2.658 -3.370 -0.1 0.0 0.1
C -3.203 -1.874 -2.499 -0.2 0.0 -0.2
N -2.329 -1.152 -1.714 -0.9 -0.9 -0.5
C -3.018 -0.340 -0.887 -0.8 -0.1 0.1
O -2.471 0.411 -0.066 -0.7 0.2 0.3
C -4.487 -0.501 -1.124 -0.1 -0.1 -0.2
C -5.591 0.122 -0.586 0.0 0.0 0.1
C -6.842 -0.273 -1.056 0.0 0.1 0.0
C -6.964 -1.259 -2.028 0.0 0.0 -0.1
C -5.839 -1.874 -2.575 0.0 0.0 0.0
C -4.607 -1.473 -2.109 0.0 0.2 0.2
H -5.484 0.898 0.160 0.0 0.0 0.0
H -7.735 0.200 -0.667 0.0 0.0 0.0
H -7.951 -1.546 -2.369 0.0 0.0 0.0
H -5.922 -2.634 -3.341 0.0 0.0 0.0
```
Positions in Å, forces in eV/Å.

Values from the calculation:
- Orbital gap: 6.29 eV
- Max |F|: 1.91 eV/Å
- Charge: 0
- Total energy: -91321.147 eV

Atom charges from the Mulliken analysis, given in e for atoms 1 to 5: 1.9818, -1.2525, 0.5264, -1.2332, -0.2631



# 2
Below is a molecular structure, C33H44CsF5N8O5S, with properties calculated with ωB97M-V/def2-TZVPD.

The geometry in XYZ format:
```
97
Properties=species:S:1:pos:R:3:forces:R:3
Cs -0.155 0.274 0.243 0.0 0.6 -0.4
C -4.528 -5.743 -2.483 0.0 0.0 0.0
C -4.701 -4.766 -1.312 0.0 0.1 0.0
C -5.051 -5.564 -0.056 -0.1 0.0 0.1
C -5.853 -3.800 -1.621 0.0 0.0 0.0
C -3.428 -3.945 -1.136 0.0 0.0 0.0
C -2.799 -3.771 0.088 0.0 0.0 0.0
C -1.670 -2.963 0.170 0.0 0.0 0.0
N -1.123 -2.347 -0.874 -0.2 -0.3 -0.1
C -1.724 -2.504 -2.057 -0.1 -0.1 0.0
C -2.868 -3.272 -2.221 0.0 0.0 0.0
C -1.138 -1.773 -3.215 0.0 0.1 0.0
C -1.163 -2.308 -4.497 0.0 0.0 0.1
C -0.649 -1.583 -5.568 0.0 0.0 0.0
C -0.125 -0.330 -5.280 0.0 0.0 0.0
C -0.128 0.127 -3.967 0.0 -0.1 0.0
N -0.615 -0.574 -2.951 0.1 0.1 0.0
C -0.674 -2.178 -6.973 0.0 0.0 0.0
C -0.081 -1.226 -8.011 0.0 0.0 0.0
C -2.125 -2.483 -7.368 0.0 0.0 0.0
C 0.141 -3.478 -6.982 0.0 0.0 0.0
H -5.441 -6.330 -2.606 0.0 0.0 0.0
H -3.702 -6.432 -2.292 0.0 0.0 0.0
H -4.331 -5.230 -3.426 0.0 0.0 0.0
H -5.927 -6.186 -0.262 0.0 0.0 0.0
H -5.312 -4.934 0.799 0.0 0.0 0.0
H -4.232 -6.229 0.230 0.0 0.0 0.0
H -6.783 -4.359 -1.750 0.0 0.0 0.0
H -5.664 -3.228 -2.533 0.0 0.0 0.0
H -5.990 -3.101 -0.796 0.0 0.0 0.0
H -3.188 -4.220 0.991 0.0 0.0 0.0
H -1.202 -2.770 1.130 0.0 0.0 0.0
H -3.336 -3.316 -3.197 0.0 0.0 0.0
H -1.572 -3.300 -4.643 0.0 0.0 0.0
H 0.290 0.307 -6.048 0.0 0.0 0.0
H 0.269 1.109 -3.733 0.0 0.0 0.0
H -0.637 -0.288 -8.058 0.0 0.0 0.0
H -0.123 -1.692 -8.998 0.0 0.0 0.0
H 0.963 -0.994 -7.793 0.0 0.0 0.0
H -2.728 -1.573 -7.359 0.0 0.0 0.0
H -2.585 -3.197 -6.684 0.0 0.0 0.0
H -2.158 -2.910 -8.374 0.0 0.0 0.0
H 1.178 -3.286 -6.700 0.0 0.0 0.0
H 0.131 -3.922 -7.981 0.0 0.0 0.0
H -0.265 -4.209 -6.282 0.0 0.0 0.0
C 2.043 3.967 2.517 0.0 0.0 0.0
N 2.882 3.687 1.380 0.1 0.0 0.0
C 3.853 4.706 1.046 0.0 0.0 0.0
C 2.960 2.395 0.905 0.0 0.0 0.0
N 2.489 1.351 1.470 0.0 0.0 0.1
N 3.559 2.304 -0.361 -0.1 0.0 0.0
C 3.584 1.002 -0.954 0.0 0.1 0.1
N 2.619 0.869 -1.915 0.0 -0.1 0.0
N 4.473 0.170 -0.587 0.0 0.0 -0.1
H 1.774 5.024 2.498 0.0 0.0 0.0
H 2.534 3.752 3.476 0.0 0.0 0.0
H 1.122 3.389 2.460 0.0 0.0 0.0
H 3.357 5.601 0.661 0.0 0.0 0.0
H 4.537 4.332 0.291 0.0 0.0 0.0
H 4.437 4.988 1.932 0.0 0.0 0.0
H 2.164 1.521 2.415 0.0 0.0 0.1
H 3.141 2.987 -0.986 0.0 0.0 0.0
H 1.837 1.543 -1.911 0.1 0.0 0.0
H 2.472 -0.047 -2.306 0.0 0.0 0.0
H 4.328 -0.738 -1.029 0.0 0.0 0.0
O -6.339 -3.896 2.835 0.1 -0.1 0.0
C -5.391 -3.524 3.569 -0.2 0.2 0.0
O -5.073 -3.911 4.706 0.1 -0.1 0.0
C -4.513 -2.408 2.961 0.1 0.0 0.0
C -4.935 -1.716 1.828 0.0 0.0 0.0
C -4.100 -0.767 1.271 0.0 0.0 0.1
N -2.885 -0.483 1.746 0.1 0.0 0.0
C -2.481 -1.132 2.846 0.0 0.1 0.0
C -3.272 -2.082 3.488 0.0 0.0 0.0
C -1.062 -0.798 3.319 0.0 -0.1 0.0
O -0.931 -0.126 4.346 0.0 0.0 0.0
O -0.148 -1.233 2.551 0.0 -0.3 0.3
H -5.902 -1.949 1.404 0.0 0.0 0.0
H -4.410 -0.206 0.393 0.0 0.0 0.0
H -2.933 -2.577 4.389 0.0 0.0 0.0
C 3.181 -1.773 1.880 0.0 0.0 0.0
S 2.413 -2.493 0.432 0.0 0.1 0.1
C 1.533 -3.790 1.300 0.0 0.0 0.0
O 3.499 -3.161 -0.360 0.0 0.0 -0.1
H 2.387 -1.402 2.532 0.0 0.0 0.0
H 3.791 -0.945 1.524 0.0 0.0 0.0
H 3.787 -2.544 2.360 0.0 0.0 0.0
H 0.863 -3.321 2.023 0.0 0.0 0.0
H 2.274 -4.424 1.789 0.0 0.0 0.0
H 0.969 -4.362 0.566 0.0 0.0 0.0
F -0.841 3.052 -1.879 0.0 0.0 0.0
C 0.557 3.181 -2.009 0.1 0.1 -0.1
F 0.742 3.270 -3.428 -0.1 0.0 0.0
C 0.805 4.619 -1.579 0.0 -0.1 0.0
F 0.486 4.802 -0.282 0.0 0.0 0.0
F 0.143 5.584 -2.265 0.0 0.0 0.0
F 2.126 4.927 -1.704 0.0 0.0 0.0
```
Positions in Å, forces in eV/Å.

Values from the calculation:
- Orbital gap: 6.72 eV
- Max |F|: 0.72 eV/Å
- Charge: -2
- Total energy: -82069.009 eV

Atom charges from the Mulliken analysis, given in e for atoms 1 to 5: 1.2036, -1.7437, 2.1803, -2.0954, -1.5031



# 3
Below is a molecular structure, C33H44CsF5N8O5S in a non-equilibrium geometry, with properties calculated with ωB97M-V/def2-TZVPD.

The geometry in XYZ format:
```
97
Properties=species:S:1:pos:R:3:forces:R:3
Cs -2.448 1.705 1.124 0.1 1.0 -2.1
C 1.225 -6.530 -0.247 0.1 0.1 0.1
C 1.608 -5.635 0.942 0.0 -0.1 0.0
C 1.230 -6.361 2.236 0.1 0.1 -0.2
C 3.122 -5.393 0.950 -0.2 0.0 0.0
C 0.857 -4.321 0.775 -0.3 0.1 0.1
C -0.202 -3.937 1.591 0.1 -0.1 -0.2
C -0.903 -2.770 1.297 -0.1 -0.3 0.2
N -0.608 -1.978 0.290 0.0 0.3 -0.3
C 0.433 -2.299 -0.475 0.1 -0.7 0.4
C 1.173 -3.464 -0.276 -0.1 0.3 -0.1
C 0.786 -1.326 -1.524 0.3 0.2 -0.6
C 1.380 -1.697 -2.731 -0.2 0.0 0.2
C 1.721 -0.727 -3.668 0.0 0.3 0.1
C 1.439 0.593 -3.330 0.0 -0.2 0.0
C 0.844 0.872 -2.104 0.2 0.2 -0.3
N 0.527 -0.056 -1.230 -0.2 -0.1 0.5
C 2.441 -1.116 -4.951 0.1 0.0 -0.1
C 3.856 -1.565 -4.558 -0.1 0.0 -0.1
C 2.550 0.055 -5.933 0.0 -0.2 0.2
C 1.703 -2.262 -5.656 0.1 0.1 0.1
H 1.755 -7.480 -0.200 0.1 -0.1 0.0
H 1.464 -6.049 -1.193 0.0 0.0 -0.1
H 0.155 -6.727 -0.227 -0.1 0.0 -0.1
H 1.805 -7.283 2.312 0.0 -0.1 0.0
H 0.173 -6.619 2.243 -0.1 0.0 0.1
H 1.447 -5.747 3.106 0.0 0.0 0.1
H 3.645 -6.333 1.121 0.1 -0.1 0.0
H 3.383 -4.698 1.745 0.1 0.1 0.1
H 3.467 -4.982 0.003 0.1 0.1 -0.1
H -0.500 -4.520 2.448 0.0 0.0 0.1
H -1.741 -2.463 1.908 -0.1 0.0 0.1
H 2.005 -3.686 -0.928 0.1 0.0 -0.1
H 1.560 -2.741 -2.935 0.0 -0.1 0.0
H 1.676 1.413 -3.987 0.0 0.1 -0.1
H 0.631 1.885 -1.793 0.0 0.1 0.0
H 4.382 -0.742 -4.080 0.1 0.1 0.1
H 4.422 -1.882 -5.433 0.1 0.0 -0.1
H 3.816 -2.392 -3.854 0.0 -0.1 0.1
H 3.133 0.868 -5.509 0.0 0.1 0.0
H 1.565 0.430 -6.199 -0.1 0.1 0.0
H 3.047 -0.272 -6.845 0.1 -0.1 -0.1
H 1.689 -3.161 -5.046 0.0 -0.1 0.1
H 2.191 -2.503 -6.599 0.1 0.0 -0.1
H 0.676 -1.970 -5.861 -0.1 0.0 -0.1
C -1.942 5.567 -3.646 -0.1 0.1 -0.1
N -1.201 4.344 -3.394 0.1 -0.1 0.1
C -1.694 3.250 -4.213 0.0 0.0 0.0
C -1.072 4.024 -2.014 -0.2 -0.2 -0.4
N -1.602 3.062 -1.397 0.1 -0.1 -0.1
N -0.251 4.914 -1.357 0.1 0.7 0.0
C 0.442 4.607 -0.170 0.3 0.2 0.1
N 0.681 5.698 0.635 -0.1 0.3 0.1
N 0.882 3.439 0.020 0.0 -0.7 0.0
H -1.767 5.882 -4.678 0.0 0.1 0.0
H -1.608 6.356 -2.976 0.0 0.1 0.0
H -3.020 5.425 -3.497 0.0 0.0 0.0
H -1.601 3.548 -5.258 0.0 0.0 0.0
H -2.741 3.002 -4.007 -0.1 0.0 0.0
H -1.078 2.369 -4.040 0.0 -0.1 0.0
H -2.246 2.523 -1.961 -0.2 0.0 -0.2
H 0.139 5.657 -1.916 0.0 -0.2 0.1
H 0.028 6.465 0.550 -0.1 -0.3 0.0
H 0.867 5.414 1.607 0.0 0.1 -0.1
H 1.327 3.326 0.926 0.0 0.3 0.1
O -2.124 -2.375 8.032 -0.6 0.2 0.1
C -0.963 -2.462 7.613 0.2 0.1 -0.5
O 0.039 -2.947 8.161 0.5 -0.3 0.2
C -0.709 -1.885 6.183 -0.1 -0.1 0.3
C 0.354 -2.335 5.404 -0.1 0.0 0.1
C 0.536 -1.787 4.149 0.2 -0.1 0.0
N -0.249 -0.854 3.627 -0.1 0.4 -0.3
C -1.264 -0.413 4.369 -0.1 -0.2 0.1
C -1.527 -0.902 5.644 0.1 0.0 0.0
C -2.183 0.591 3.695 0.0 -0.6 1.2
O -3.072 0.113 2.975 -0.6 -1.1 0.8
O -1.978 1.817 3.879 -0.1 0.0 0.5
H 1.012 -3.098 5.795 0.1 0.0 0.1
H 1.352 -2.102 3.503 0.0 -0.1 0.1
H -2.363 -0.536 6.224 -0.1 0.0 0.0
C -0.697 4.153 5.108 -0.2 -0.5 -0.6
S -0.074 3.482 3.522 0.6 0.3 1.2
C 0.929 2.162 4.271 -0.5 0.1 -0.3
O 0.955 4.518 3.143 0.5 0.4 -0.3
H -1.361 3.404 5.513 -0.2 -0.1 0.2
H -1.235 5.067 4.880 -0.1 0.1 -0.1
H 0.143 4.367 5.762 0.2 0.0 -0.1
H 0.243 1.511 4.796 0.1 -0.1 0.1
H 1.670 2.600 4.933 0.0 0.2 0.0
H 1.402 1.613 3.463 0.0 -0.1 -0.1
F -6.297 1.569 -1.408 0.0 0.3 0.0
C -5.198 2.458 -1.302 0.2 -0.3 0.2
F -4.607 2.340 -2.607 0.0 0.2 -0.1
C -5.813 3.838 -1.324 -0.3 0.7 -0.2
F -6.482 4.118 -0.186 0.0 -0.3 0.2
F -6.708 4.172 -2.322 0.1 -0.3 -0.1
F -4.856 4.798 -1.425 0.3 -0.1 -0.1
```
Positions in Å, forces in eV/Å.

Values from the calculation:
- Orbital gap: 5.68 eV
- Max |F|: 2.36 eV/Å
- Charge: -2
- Total energy: -82067.103 eV

Atom charges from the Mulliken analysis, given in e for atoms 1 to 5: 0.9840, -1.6158, 2.0428, -2.1152, -1.7223



| no. | HOMO (eV) |
| --- | --- |
| 1 | -6.2 |
| 2 | -3.4 |
| 3 | -2.5 |